Entry 1:
Density functional theory data (the ωB97M-V functional and the def2-TZVPD basis) for a structure of composition C75H81As3N13O9RbSSe in a non-equilibrium geometry.

```
184
C75H81As3N13O9RbSSe the ωB97M-V functional and the def2-TZVPD basis
Rb 0.410 -0.450 -0.204
C 0.581 2.946 3.781
C 0.568 1.717 2.902
N 1.383 1.553 1.914
N 2.301 2.529 1.742
C 3.083 2.523 0.689
N 4.067 3.492 0.759
S 3.090 1.586 -0.741
C -0.453 0.691 3.176
C -1.270 0.762 4.309
C -2.280 -0.172 4.488
C -2.480 -1.148 3.527
C -1.601 -1.172 2.454
N -0.609 -0.307 2.294
H 1.312 3.638 3.377
H 0.862 2.694 4.809
H -0.403 3.418 3.792
H 3.911 4.232 1.426
H 4.471 3.755 -0.122
H -1.126 1.539 5.048
H -2.912 -0.127 5.367
H -3.283 -1.870 3.598
H -1.717 -1.928 1.682
C 4.894 -3.661 -1.656
N 3.504 -3.333 -1.881
C 2.771 -2.366 -1.308
N 1.525 -2.447 -1.720
C 1.539 -3.513 -2.550
N 2.721 -4.080 -2.687
C 5.826 -2.485 -1.822
C 6.962 -2.390 -1.027
C 7.864 -1.354 -1.215
C 7.653 -0.406 -2.199
C 6.501 -0.475 -2.977
C 5.590 -1.512 -2.784
C 6.248 0.514 -4.015
N 7.109 1.200 -4.698
N 6.398 1.946 -5.602
C 5.145 1.670 -5.414
O 4.984 0.765 -4.423
C 3.991 2.223 -6.105
C 4.148 2.792 -7.368
C 3.046 3.314 -8.019
C 1.800 3.308 -7.404
C 1.643 2.771 -6.132
C 0.296 2.829 -5.438
N -0.040 1.594 -4.779
C 0.323 1.176 -3.555
N -0.113 -0.045 -3.353
C -0.755 -0.340 -4.509
N -0.717 0.617 -5.412
C 2.740 2.206 -5.496
H 5.143 -4.446 -2.371
H 4.998 -4.054 -0.646
H 3.184 -1.658 -0.608
H 0.662 -3.873 -3.062
H 7.132 -3.126 -0.250
H 8.732 -1.277 -0.572
H 8.355 0.400 -2.366
H 4.701 -1.556 -3.400
H 5.131 2.803 -7.820
H 3.151 3.730 -9.013
H 0.942 3.725 -7.916
H -0.490 3.044 -6.160
H 0.302 3.618 -4.684
H 0.882 1.779 -2.851
H -1.262 -1.275 -4.679
H 2.641 1.757 -4.516
C 5.931 -1.091 3.994
O 5.781 -2.005 2.904
C 4.534 -2.334 2.463
O 4.441 -2.575 1.284
C 3.402 -2.323 3.396
C 3.521 -2.912 4.619
As 4.535 -4.563 4.500
C 3.758 -5.675 5.923
C 3.329 -5.207 3.029
C 2.455 -4.549 2.267
As 1.720 -2.665 2.403
C 0.480 -3.267 3.800
C 1.758 -5.231 1.151
O 0.650 -4.926 0.791
O 2.487 -6.220 0.605
C 1.892 -6.981 -0.455
C 3.594 -6.671 2.896
O 2.881 -7.512 3.369
O 4.793 -7.050 2.389
C 5.521 -6.194 1.506
C 2.671 -2.555 5.745
O 2.678 -3.090 6.829
O 1.931 -1.459 5.491
C 1.052 -1.052 6.534
H 6.881 -0.586 3.834
H 5.954 -1.612 4.954
H 5.129 -0.352 4.008
H 4.164 -5.343 6.876
H 4.045 -6.709 5.739
H 2.675 -5.597 5.952
H 0.979 -3.851 4.573
H -0.254 -3.899 3.300
H -0.035 -2.419 4.245
H 2.191 -8.016 -0.304
H 2.256 -6.608 -1.410
H 0.808 -6.893 -0.423
H 5.380 -6.551 0.485
H 6.572 -6.257 1.779
H 5.193 -5.158 1.564
H 0.503 -0.198 6.145
H 1.612 -0.772 7.427
H 0.363 -1.855 6.798
C -7.687 -5.954 4.473
C -6.947 -5.010 3.557
C -7.156 -3.639 3.619
C -6.481 -2.750 2.788
C -6.718 -1.274 2.931
C -5.564 -3.241 1.837
Se -4.650 -2.042 0.675
C -5.348 -4.635 1.765
C -4.379 -5.203 0.770
C -6.033 -5.485 2.625
H -8.292 -5.400 5.192
H -6.991 -6.588 5.029
H -8.354 -6.613 3.909
H -7.873 -3.246 4.336
H -7.531 -1.073 3.636
H -6.957 -0.829 1.964
H -5.809 -0.778 3.282
H -3.368 -4.841 0.971
H -4.631 -4.867 -0.236
H -4.383 -6.297 0.800
H -5.849 -6.556 2.562
C 0.321 7.082 -5.178
C -0.299 6.380 -3.997
C 0.485 5.726 -3.058
C -0.079 5.035 -1.989
C 0.857 4.366 -1.019
C -1.478 4.970 -1.831
As -1.997 3.743 -0.259
N -2.016 2.095 -0.949
C -2.676 1.564 -2.008
C -3.008 0.182 -1.946
C -3.774 -0.430 -2.915
C -4.228 0.278 -4.025
C -3.862 1.611 -4.153
C -3.099 2.239 -3.182
C -3.873 4.327 0.192
C -4.971 3.465 0.343
C -4.905 1.977 0.126
C -6.206 3.994 0.725
C -6.389 5.339 1.000
C -7.748 5.880 1.359
C -5.272 6.164 0.955
C -4.028 5.672 0.587
C -2.843 6.604 0.645
C -2.273 5.643 -2.777
C -3.781 5.653 -2.754
C -1.673 6.335 -3.830
H 1.405 6.961 -5.181
H 0.095 8.151 -5.167
H -0.066 6.670 -6.114
H 1.567 5.756 -3.159
H 1.887 4.407 -1.374
H 0.590 3.319 -0.872
H 0.809 4.844 -0.038
H -2.708 -0.372 -1.062
H -4.035 -1.476 -2.793
H -4.849 -0.197 -4.776
H -4.187 2.170 -5.026
H -2.795 3.262 -3.325
H -3.987 1.551 0.528
H -4.931 1.727 -0.934
H -5.753 1.485 0.602
H -7.053 3.321 0.815
H -8.478 5.072 1.410
H -8.092 6.599 0.611
H -7.731 6.388 2.327
H -5.371 7.214 1.221
H -3.142 7.589 1.008
H -2.373 6.722 -0.331
H -2.084 6.195 1.318
H -4.189 4.813 -2.205
H -4.166 5.616 -3.776
H -4.159 6.567 -2.287
H -2.306 6.849 -4.550
```

Computed properties:
total charge: -2
2S+1: 1
E_tot: -376241.3177 eV
lowest unoccupied orbital energy: 1.4 eV
HOMO: -1.6 eV
M: 1729.816 g/mol
F_max: 0.028 Eh/bohr
relative energy (zero: lowest compared OMol25 entry of this formula, charge and spin): 2.371 eV

---

Entry 2:
Density functional theory data (the ωB97M-V functional and the def2-TZVPD basis) for a structure of composition C76H140N9O13 in a non-equilibrium geometry.

```
238
C76H140N9O13 the ωB97M-V functional and the def2-TZVPD basis
C -3.621 -0.823 7.124
C -2.914 -2.005 7.652
C -1.422 -1.763 7.876
C -1.265 -0.795 9.120
N 0.115 -0.785 9.819
C 0.313 0.357 10.769
C -0.418 0.012 12.076
C -0.211 -1.456 12.219
C 0.280 -1.982 10.812
C 1.284 -0.707 8.782
C 1.307 0.508 7.846
C 2.213 0.247 6.668
H -3.558 -0.104 7.940
H -4.710 -0.868 7.155
H -3.165 -0.399 6.229
H -3.073 -2.984 7.200
H -3.301 -2.252 8.640
H -0.937 -1.396 6.971
H -0.937 -2.694 8.167
H -2.088 -1.010 9.801
H -1.427 0.271 8.961
H 1.395 0.461 10.851
H -0.072 1.305 10.392
H 0.136 0.557 12.840
H -1.472 0.278 12.159
H 0.665 -1.481 12.867
H -0.969 -2.118 12.636
H 1.350 -2.180 10.878
H -0.426 -2.756 10.511
H 1.227 -1.717 8.376
H 2.149 -0.627 9.439
H 1.759 1.323 8.412
H 0.330 0.734 7.419
H 1.965 -0.706 6.201
H 3.262 0.189 6.959
H 2.079 1.042 5.935
C -4.629 1.857 0.873
C -4.422 3.307 1.545
C -2.958 3.674 1.509
C -2.755 5.006 2.315
N -1.285 5.405 2.369
C -1.103 6.742 3.068
C 0.206 7.366 2.540
C 0.459 6.749 1.220
C -0.748 5.830 1.005
C -0.402 4.314 2.998
C -0.925 3.671 4.302
C 0.009 2.622 4.867
H -3.897 1.422 0.192
H -5.588 1.907 0.359
H -4.615 1.076 1.633
H -4.931 3.398 2.505
H -4.950 4.016 0.908
H -2.419 3.735 0.563
H -2.418 2.888 2.037
H -3.024 4.851 3.359
H -3.382 5.841 2.000
H -1.125 6.630 4.152
H -1.926 7.347 2.689
H 1.003 6.967 3.167
H 0.298 8.450 2.484
H 1.374 6.156 1.233
H 0.534 7.327 0.299
H -0.563 4.930 0.418
H -1.538 6.407 0.524
H 0.578 4.784 3.078
H -0.374 3.540 2.231
H -1.849 3.098 4.231
H -1.272 4.350 5.081
H 0.985 3.038 5.116
H 0.040 1.770 4.188
H -0.294 2.151 5.802
C 3.924 -0.133 -8.344
C 4.529 -1.559 -7.903
C 3.973 -2.095 -6.563
C 2.479 -2.328 -6.657
N 2.062 -3.232 -5.432
C 0.490 -3.368 -5.394
C 0.149 -4.779 -5.000
C 1.346 -5.642 -5.544
C 2.568 -4.692 -5.663
C 2.586 -2.639 -4.069
C 2.119 -1.259 -3.679
C 2.828 -0.647 -2.339
H 3.655 -0.075 -9.398
H 4.780 0.540 -8.299
H 3.062 0.195 -7.763
H 5.614 -1.509 -7.998
H 4.340 -2.287 -8.692
H 4.247 -1.396 -5.773
H 4.548 -2.979 -6.286
H 2.202 -2.870 -7.561
H 1.913 -1.396 -6.661
H 0.015 -2.723 -4.654
H 0.132 -3.125 -6.394
H 0.177 -4.815 -3.911
H -0.743 -5.287 -5.366
H 1.641 -6.489 -4.924
H 0.998 -5.991 -6.516
H 3.330 -4.966 -4.933
H 2.908 -4.728 -6.698
H 3.663 -2.804 -4.048
H 2.257 -3.359 -3.320
H 1.035 -1.168 -3.604
H 2.244 -0.567 -4.512
H 2.345 -1.045 -1.447
H 2.728 0.433 -2.227
H 3.889 -0.774 -2.123
C -1.608 -0.158 -3.981
C -2.191 1.269 -4.369
C -1.190 2.407 -4.731
C -0.296 2.863 -3.582
N 0.421 4.198 -3.996
C 1.204 4.657 -2.736
C 1.511 6.113 -2.955
C 0.351 6.731 -3.664
C -0.451 5.490 -4.206
C 1.363 4.024 -5.238
C 2.408 2.829 -5.041
C 3.256 2.614 -6.340
H -0.712 -0.212 -3.363
H -1.292 -0.699 -4.872
H -2.383 -0.715 -3.455
H -2.806 1.670 -3.563
H -2.924 1.184 -5.171
H -1.578 3.321 -5.181
H -0.556 2.099 -5.562
H 0.467 2.117 -3.360
H -0.901 3.069 -2.699
H 2.124 4.072 -2.743
H 0.611 4.533 -1.830
H 2.389 6.069 -3.600
H 1.624 6.678 -2.030
H 0.774 7.212 -4.545
H -0.334 7.315 -3.049
H -0.669 5.465 -5.274
H -1.359 5.335 -3.622
H 1.790 5.008 -5.433
H 0.764 3.831 -6.128
H 1.810 1.919 -5.095
H 3.054 2.840 -4.163
H 2.489 2.323 -7.058
H 3.890 1.731 -6.269
H 3.771 3.540 -6.593
C -0.686 0.060 -0.511
C -0.106 -0.515 0.775
C -0.846 -0.097 2.033
O -2.139 -0.680 1.994
C -2.618 -0.811 3.358
N 0.059 -2.019 0.700
H -0.724 -2.538 0.330
H 0.804 -2.327 0.092
H 0.144 -2.309 1.664
H -1.728 -0.196 -0.706
H 0.021 -0.228 -1.289
H -0.637 1.148 -0.547
H 0.963 -0.309 0.834
H -1.091 0.964 2.085
H -0.174 -0.336 2.857
H -2.448 0.034 4.026
H -2.192 -1.756 3.695
H -3.707 -0.850 3.389
C -5.308 -1.982 0.669
N -6.345 -2.802 -0.084
C -5.939 -3.883 -0.813
C -6.817 -4.573 -1.674
C -8.147 -4.147 -1.728
C -8.604 -3.075 -0.929
C -7.664 -2.386 -0.046
C -9.182 -4.685 -2.621
C -8.821 -4.891 -3.966
C -9.674 -5.684 -4.740
N -10.850 -6.156 -4.258
C -11.189 -5.828 -3.027
C -10.426 -5.090 -2.124
C -11.884 -6.539 -5.232
H -4.620 -1.645 -0.106
H -4.742 -2.552 1.405
H -5.875 -1.163 1.112
H -4.932 -4.205 -0.594
H -6.614 -5.498 -2.195
H -9.559 -2.575 -0.994
H -8.006 -1.424 0.304
H -7.896 -4.516 -4.377
H -9.290 -5.756 -5.747
H -12.208 -6.065 -2.760
H -10.731 -4.989 -1.093
H -12.227 -7.482 -4.807
H -11.573 -6.638 -6.272
H -12.752 -5.898 -5.078
C 10.978 1.907 -4.703
N 10.223 1.288 -3.546
C 9.401 0.247 -3.823
C 8.429 -0.242 -2.852
C 8.231 0.554 -1.664
C 9.068 1.634 -1.458
C 10.057 1.951 -2.364
C 7.158 0.222 -0.728
C 6.418 1.218 -0.005
C 5.395 0.838 0.923
N 5.044 -0.477 1.053
C 5.622 -1.433 0.274
C 6.678 -1.094 -0.607
C 4.097 -0.888 2.067
H 10.349 2.762 -4.950
H 11.002 1.107 -5.443
H 11.970 2.246 -4.405
H 9.446 -0.152 -4.826
H 7.889 -1.153 -3.063
H 8.960 2.361 -0.667
H 10.674 2.826 -2.223
H 6.699 2.240 -0.213
H 4.834 1.573 1.481
H 5.217 -2.417 0.458
H 7.080 -1.895 -1.209
H 4.206 -1.930 2.368
H 3.115 -0.842 1.596
H 4.059 -0.184 2.898
O 3.516 -5.200 0.069
C 3.349 -4.014 -0.472
O 2.512 -3.294 0.030
O 4.121 -3.689 -1.347
H 4.166 -5.384 -0.613
O 1.506 3.711 0.569
C 2.037 2.535 0.600
O 2.012 2.135 -0.553
O 2.078 1.837 1.623
H 1.426 3.424 -0.344
O -3.123 -3.655 -2.668
C -2.195 -3.516 -1.761
O -2.394 -3.607 -0.512
O -1.069 -3.123 -2.192
H -2.695 -3.161 -3.371
O -0.366 -3.358 5.755
C -0.126 -3.901 4.517
O 0.082 -3.233 3.508
O -0.257 -5.129 4.449
H -0.693 -4.235 5.969
```

Computed properties:
total charge: +5
2S+1: 1
E_tot: -121060.9456 eV
lowest unoccupied orbital energy: -10.0 eV
HOMO: -13.4 eV
M: 1388.006 g/mol
F_max: 0.126 Eh/bohr